Record 1
ORCA calculation (ωB97M-V/def2-TZVPD) on an isolated molecule of C3H3BrO2 in a non-equilibrium geometry.

Last column: Mulliken charge in e.
Cartesian coordinates (Å):
O1 1.038 -1.970 -1.630  -0.442
C1 1.622 -1.534 -0.645  0.147
C2 1.015 -0.783 0.454  0.430
Br1 2.527 -0.682 1.950  -0.245
C3 0.328 0.473 0.410  -0.223
O2 -0.234 -0.656 0.955  -0.390
H1 2.689 -1.244 -0.528  0.249
H2 0.448 1.243 1.119  0.268
H3 -0.206 0.719 -0.524  0.207

Results
- energy above the lowest of the compared OMol25 structures with the same formula, charge and spin (kJ/mol) = 194.40
- SMILES = O=C[C@@]1(Br)CO1
- spin multiplicity = 1
- energy (Ha) = -2840.511289
- HOMO (eV) = -10.5
- gap between HOMO and LUMO (eV) = 10.1



Record 2
ORCA calculation (ωB97M-V/def2-TZVPD) on C13H20FGaN2OPS as an isolated structure in a non-equilibrium geometry.

Last column: Mulliken charge in e.
Cartesian coordinates (Å):
C1 5.268 -1.821 4.014  -0.968
C2 4.142 -2.736 4.568  -0.161
O1 3.197 -3.082 3.603  -0.501
Ga1 1.972 -1.715 3.233  0.308
C3 2.603 0.173 3.623  -1.128
F1 1.656 -1.791 1.381  -0.542
P1 -0.129 -1.989 4.246  0.081
S1 -0.215 -1.391 6.126  -0.539
H1 5.130 -0.823 4.432  0.227
H2 6.265 -2.166 4.272  0.333
H3 5.115 -1.729 2.943  0.250
H4 3.695 -2.329 5.480  0.247
H5 4.626 -3.670 4.882  0.325
H6 1.776 0.844 3.369  0.293
H7 2.856 0.369 4.664  0.393
H8 3.434 0.472 2.984  0.317
H9 -0.677 -3.302 4.116  0.045
H10 -1.045 -1.173 3.507  0.027
N1 -0.819 2.714 -0.670  -0.576
C4 -1.057 2.372 -1.938  -0.205
C5 -0.680 1.162 -2.496  -0.050
C6 -0.011 0.249 -1.694  -0.667
C7 0.250 0.579 -0.375  -0.214
C8 -0.174 1.817 0.084  -0.317
H11 -1.580 3.118 -2.528  0.317
H12 -0.905 0.939 -3.532  0.364
H13 0.302 -0.709 -2.091  0.409
H14 0.771 -0.109 0.282  0.529
H15 0.005 2.119 1.109  0.401
N2 -2.739 1.175 -5.972  -0.567
C9 -3.656 0.221 -6.142  -0.213
C10 -4.899 0.227 -5.532  -0.339
C11 -5.214 1.283 -4.693  -0.265
C12 -4.277 2.285 -4.500  -0.242
C13 -3.063 2.184 -5.160  -0.300
H16 -3.365 -0.587 -6.804  0.369
H17 -5.603 -0.575 -5.709  0.350
H18 -6.174 1.324 -4.194  0.364
H19 -4.481 3.125 -3.850  0.360
H20 -2.300 2.944 -5.040  0.488

Results
- charge = -1
- spin multiplicity = 1
- energy (Ha) = -3456.423947
- HOMO (eV) = -4.6
- gap between HOMO and LUMO (eV) = 6.9



Record 3
ORCA calculation (ωB97M-V/def2-TZVPD) on C25H31FeN6O4S3 as an isolated structure in a non-equilibrium geometry.

Last column: Mulliken charge in e.
Cartesian coordinates (Å):
Fe1 0.461 0.200 -0.488  -0.041
N1 -0.769 -3.645 -0.250  0.014
C1 0.074 -3.812 0.848  0.775
C2 0.202 -4.834 1.781  -1.103
C3 1.115 -4.629 2.794  -0.494
C4 1.877 -3.451 2.877  -0.705
C5 1.757 -2.447 1.941  -0.942
C6 0.838 -2.647 0.914  0.786
N2 0.453 -1.821 -0.140  0.233
C7 -0.520 -2.445 -0.779  0.223
C8 -1.203 -1.786 -1.873  -0.138
C9 -2.162 -2.240 -2.714  -0.217
S1 -2.639 -0.998 -3.782  -0.040
C10 -1.537 0.062 -3.058  -0.264
N3 -0.846 -0.471 -2.080  0.328
H1 -1.488 -4.287 -0.544  0.239
H2 -0.391 -5.737 1.727  0.433
H3 1.243 -5.391 3.551  0.419
H4 2.566 -3.330 3.702  0.442
H5 2.331 -1.530 2.002  0.461
H6 -2.608 -3.221 -2.763  0.403
H7 -1.422 1.088 -3.380  0.468
C11 -7.313 2.044 0.961  -1.434
C12 -5.935 2.568 1.265  0.705
C13 -4.898 2.447 0.349  -0.676
C14 -3.608 2.854 0.668  -0.180
C15 -3.368 3.414 1.910  0.200
C16 -4.395 3.580 2.832  -0.751
C17 -5.669 3.160 2.502  -0.676
S2 -1.737 3.960 2.326  1.219
O1 -1.813 5.324 2.733  -0.690
O2 -0.849 3.531 1.277  -0.568
N4 -1.316 3.081 3.645  -0.267
C18 -0.687 1.782 3.479  -0.991
C19 -1.634 0.630 3.080  -0.450
C20 -1.473 0.120 1.669  0.538
O3 -2.211 -0.686 1.165  -0.556
O4 -0.440 0.637 0.978  -0.087
H8 -7.355 1.574 -0.020  0.356
H9 -8.051 2.847 0.993  0.358
H10 -7.609 1.308 1.710  0.333
H11 -5.104 2.035 -0.633  0.321
H12 -2.790 2.751 -0.033  0.560
H13 -4.204 4.052 3.789  0.408
H14 -6.478 3.296 3.210  0.430
H15 -1.867 3.254 4.473  0.279
H16 -0.163 1.537 4.400  0.377
H17 0.059 1.913 2.701  0.418
H18 -2.680 0.930 3.161  0.360
H19 -1.505 -0.232 3.737  0.479
C21 6.701 -1.333 -1.699  -0.994
C22 6.192 0.044 -2.099  -0.353
N5 4.913 0.382 -1.442  -0.122
C23 3.674 0.389 -1.886  0.869
S3 2.527 1.137 -0.777  -0.470
N6 3.244 -0.049 -3.061  0.005
C24 3.911 -0.889 -4.076  -0.377
C25 4.382 -0.095 -5.285  -1.045
H20 7.685 -1.494 -2.137  0.352
H21 6.039 -2.130 -2.040  0.261
H22 6.799 -1.410 -0.616  0.351
H23 6.085 0.140 -3.172  0.033
H24 6.902 0.804 -1.777  0.399
H25 5.006 0.723 -0.495  0.246
H26 2.291 0.204 -3.270  0.093
H27 3.177 -1.632 -4.385  0.372
H28 4.725 -1.425 -3.603  0.078
H29 3.541 0.357 -5.810  0.367
H30 4.893 -0.762 -5.979  0.360
H31 5.073 0.701 -5.004  0.278

Results
- charge = +2
- energy above the lowest of the compared OMol25 structures with the same formula, charge and spin (kJ/mol) = 99.82
- expectation value of S² = 8.77
- spin multiplicity = 6
- energy (Ha) = -4058.578911
- HOMO (spin up / spin down) (eV) = -13.0 / -13.0
- gap between HOMO and LUMO (spin up / spin down) (eV) = 7.1 / 5.2



Record 4
ORCA calculation (ωB97M-V/def2-TZVPD) on an isolated ion of composition C7H10N3O4 and charge +1 in a non-equilibrium geometry.

Last column: Mulliken charge in e.
Cartesian coordinates (Å):
C1 -1.426 -0.209 2.574  -0.429
C2 -0.786 -0.041 1.380  0.226
C3 -1.487 0.999 0.812  0.173
C4 0.481 -0.584 0.820  0.746
C5 2.000 -2.155 -1.275  -0.963
C6 -1.810 3.736 -1.657  -0.573
C7 1.887 -2.428 0.206  -0.285
N1 -2.436 0.621 2.725  -0.821
N2 -2.442 1.409 1.688  0.506
N3 -1.240 1.860 -0.484  1.000
O1 1.382 0.175 0.462  -0.339
O2 -0.397 1.654 -1.240  -0.726
O3 0.650 -1.867 0.790  -0.348
O4 -2.054 2.847 -0.605  -0.397
H1 -1.428 -1.037 3.359  0.449
H2 1.058 -2.576 -1.855  0.285
H3 2.044 -1.030 -1.610  0.282
H4 3.006 -2.394 -1.587  0.381
H5 -2.443 3.582 -2.541  0.273
H6 -0.720 3.343 -1.970  0.317
H7 -1.863 4.780 -1.356  0.256
H8 2.633 -1.846 0.780  0.323
H9 1.925 -3.423 0.463  0.377
H10 -3.063 2.193 1.586  0.287

Results
- charge = +1
- expectation value of S² = 2.02
- spin multiplicity = 3
- energy (Ha) = -737.387641
- HOMO (spin up / spin down) (eV) = -11.4 / -14.5
- gap between HOMO and LUMO (spin up / spin down) (eV) = 7.8 / 5.5



Record 5
ORCA calculation (ωB97M-V/def2-TZVPD) on C3H3CrFO3 as an isolated structure in a non-equilibrium geometry.

Last column: Mulliken charge in e.
Cartesian coordinates (Å):
H1 -1.672 0.354 1.443  0.275
O1 -1.312 0.098 -0.919  -0.661
O2 0.376 0.654 0.478  -0.057
O3 0.738 -0.529 -1.414  -0.562
C1 -0.684 0.793 1.577  -0.345
C2 0.406 -0.129 1.856  0.346
C3 -0.090 0.056 -0.713  1.115
H2 -0.638 1.801 1.992  0.299
F1 1.416 0.265 2.553  -0.121
H3 0.331 -1.209 1.705  0.385
Cr1 -0.775 -0.889 -2.675  1.326

Results
- charge = +2
- energy above the lowest of the compared OMol25 structures with the same formula, charge and spin (kJ/mol) = 0.00
- expectation value of S² = 6.02
- spin multiplicity = 5
- energy (Ha) = -1485.378147
- HOMO (spin up / spin down) (eV) = -21.4 / -22.1
- gap between HOMO and LUMO (spin up / spin down) (eV) = 10.0 / 11.8



Record 6
ORCA calculation (ωB97M-V/def2-TZVPD) on C42H50As2F4N2PPd as an isolated structure.

Last column: Mulliken charge in e.
Cartesian coordinates (Å):
Pd1 0.276 -1.682 -0.354  -0.934
C1 -2.757 -2.455 -0.714  -1.087
N1 -1.693 -2.736 0.264  1.486
C2 -1.448 -4.184 0.271  -1.065
C3 -2.136 -2.307 1.599  -1.127
C4 -1.089 -2.435 2.690  -1.247
N2 0.097 -1.599 2.454  2.315
C5 1.318 -2.086 2.995  0.458
C6 2.514 -1.888 2.312  -1.013
F1 2.541 -1.263 1.119  -0.419
C7 3.721 -2.343 2.804  0.188
F2 4.823 -2.121 2.077  -0.331
C8 3.800 -3.033 3.994  -0.573
C9 2.626 -3.239 4.682  0.242
F3 2.634 -3.883 5.851  -0.314
C10 1.418 -2.762 4.205  0.252
F4 0.333 -2.947 4.972  -0.394
H1 -3.616 -3.119 -0.554  0.379
H2 -2.380 -2.608 -1.724  0.159
H3 -3.087 -1.427 -0.611  0.221
H4 -2.334 -4.724 0.629  0.320
H5 -0.602 -4.428 0.909  0.163
H6 -1.225 -4.514 -0.738  -0.038
H7 -2.992 -2.922 1.911  0.538
H8 -2.499 -1.281 1.515  0.188
H9 -0.764 -3.472 2.759  0.645
H10 -1.573 -2.197 3.641  0.331
H11 4.745 -3.393 4.377  0.556
C11 0.554 2.056 -0.851  -1.150
C12 0.307 3.428 -0.248  -0.564
As1 0.792 4.850 -1.531  0.216
C13 -0.572 4.353 -2.832  -0.122
C14 -1.935 4.367 -2.536  0.298
C15 -2.863 4.000 -3.500  -0.772
C16 -2.439 3.606 -4.765  -0.530
C17 -1.085 3.579 -5.064  -0.607
C18 -0.155 3.957 -4.100  -0.333
C19 -0.175 6.301 -0.652  0.213
C20 -0.737 7.300 -1.446  -0.324
C21 -1.411 8.367 -0.870  -0.629
C22 -1.527 8.453 0.512  -0.448
C23 -0.955 7.472 1.310  -0.687
C24 -0.280 6.402 0.731  -0.077
P1 -0.165 0.626 0.049  1.047
C25 -1.909 1.142 0.130  1.598
C26 -2.641 1.000 -1.050  -1.403
C27 -3.950 1.451 -1.126  -0.728
C28 -4.545 2.046 -0.021  -0.690
C29 -3.821 2.204 1.153  -0.883
C30 -2.504 1.766 1.223  -0.427
C31 0.457 0.750 1.748  -0.094
C32 -0.187 -0.143 2.775  -0.440
C33 0.205 0.191 4.182  -0.988
C34 1.308 0.922 4.453  -0.561
C35 2.068 1.494 3.395  -1.174
C36 1.599 1.421 2.068  -0.530
H12 1.617 1.856 -1.011  0.815
H13 0.076 1.995 -1.834  0.712
H14 0.877 3.597 0.664  0.606
H15 -0.748 3.576 -0.007  0.368
H16 -2.278 4.679 -1.555  0.410
H17 -3.921 4.030 -3.267  0.457
H18 -3.166 3.331 -5.520  0.425
H19 -0.751 3.278 -6.049  0.429
H20 0.901 3.951 -4.342  0.374
H21 -0.658 7.244 -2.526  0.410
H22 -1.844 9.132 -1.501  0.387
H23 -2.056 9.283 0.963  0.384
H24 -1.030 7.538 2.388  0.391
H25 0.170 5.659 1.380  0.324
H26 -2.187 0.520 -1.912  0.491
H27 -4.505 1.340 -2.049  0.484
H28 -5.567 2.399 -0.078  0.412
H29 -4.274 2.685 2.012  0.456
H30 -1.938 1.944 2.131  0.504
H31 -1.271 -0.089 2.684  0.945
H32 -0.372 -0.259 4.983  0.519
H33 1.617 1.082 5.480  0.471
H34 2.970 2.050 3.616  0.523
H35 2.151 1.949 1.299  0.583
C37 0.082 -5.578 -2.807  -1.446
C38 1.171 -4.519 -3.000  -0.665
As2 1.590 -3.487 -1.408  0.171
C39 2.324 -4.830 -0.197  -0.222
C40 2.981 -6.059 -0.823  -1.278
C41 3.150 -2.476 -2.005  -0.342
C42 4.318 -3.252 -2.608  -1.228
H36 0.204 -6.385 -3.531  0.376
H37 -0.913 -5.156 -2.956  0.329
H38 0.104 -6.033 -1.816  0.389
H39 0.884 -3.796 -3.763  0.565
H40 2.105 -4.972 -3.325  0.410
H41 1.502 -5.129 0.453  0.236
H42 3.025 -4.282 0.437  0.267
H43 2.315 -6.573 -1.515  0.269
H44 3.251 -6.774 -0.045  0.462
H45 3.890 -5.810 -1.365  0.205
H46 3.477 -1.902 -1.136  0.097
H47 2.753 -1.752 -2.720  0.442
H48 4.747 -3.955 -1.897  0.252
H49 5.112 -2.560 -2.894  0.409
H50 4.032 -3.804 -3.504  0.311

Results
- charge = +1
- energy above the lowest of the compared OMol25 structures with the same formula, charge and spin (kJ/mol) = 50.78
- expectation value of S² = 2.04
- spin multiplicity = 3
- energy (Ha) = -7079.908840
- HOMO (spin up / spin down) (eV) = -9.9 / -10.4
- gap between HOMO and LUMO (spin up / spin down) (eV) = 8.2 / 6.7



Copy entry 1 word for word.
ORCA calculation (ωB97M-V/def2-TZVPD) on an isolated molecule of C3H3BrO2 in a non-equilibrium geometry.

Last column: Mulliken charge in e.
Cartesian coordinates (Å):
O1 1.038 -1.970 -1.630  -0.442
C1 1.622 -1.534 -0.645  0.147
C2 1.015 -0.783 0.454  0.430
Br1 2.527 -0.682 1.950  -0.245
C3 0.328 0.473 0.410  -0.223
O2 -0.234 -0.656 0.955  -0.390
H1 2.689 -1.244 -0.528  0.249
H2 0.448 1.243 1.119  0.268
H3 -0.206 0.719 -0.524  0.207

Results
- energy above the lowest of the compared OMol25 structures with the same formula, charge and spin (kJ/mol) = 194.40
- SMILES = O=C[C@@]1(Br)CO1
- spin multiplicity = 1
- energy (Ha) = -2840.511289
- HOMO (eV) = -10.5
- gap between HOMO and LUMO (eV) = 10.1